# 1
Molecular formula: C43H59I2N4O2Si2Zn
Method: DFT, ωB97M-V/def2-TZVPD

CARTESIAN COORDINATES (ANGSTROEM)
Zn1 0.2580 0.3314 0.3546
C1 -1.3653 -2.0018 2.5535
C2 -1.2464 -3.0307 1.4360
C3 -1.8459 -2.5702 0.1116
C4 0.1407 -3.6391 1.2647
C5 0.2933 -4.8945 1.8516
C6 1.3894 -5.6971 1.6119
C7 2.2967 -5.2810 0.6562
C8 2.2013 -4.0355 0.0512
C9 3.0922 -3.8126 -1.1664
C10 4.5798 -4.0205 -0.8814
C11 2.6288 -4.7385 -2.2981
C12 1.1973 -3.1213 0.4787
N1 1.2237 -1.7792 0.0036
C13 2.4148 -1.2011 -0.0742
O1 3.4894 -1.5508 0.4781
C14 2.4640 -0.0708 -1.0834
C15 3.6001 0.1482 -1.8364
C16 3.5306 1.0887 -2.8553
C17 2.3317 1.7234 -3.1154
C18 1.2164 1.4393 -2.3333
N2 1.3178 0.5793 -1.3164
C19 -0.1537 1.9203 -2.8230
O2 -0.1332 2.5146 -3.9181
N3 -1.1644 1.5400 -2.0780
C20 -2.4255 1.5113 -2.7204
C21 -3.3106 2.6012 -2.7790
C22 -4.5665 2.4228 -3.3596
C23 -4.9694 1.2129 -3.8903
C24 -4.0902 0.1432 -3.8486
C25 -2.8298 0.2708 -3.2789
C26 -1.8816 -0.9159 -3.2947
C27 -0.9723 -0.8731 -4.5302
C28 -2.5940 -2.2668 -3.2482
C29 -3.0320 3.9831 -2.2075
C30 -1.6868 4.6034 -2.5774
C31 -3.2495 3.9789 -0.6942
H1 -2.3967 -1.6490 2.6442
H2 -1.0583 -2.4307 3.5099
H3 -0.7300 -1.1429 2.3640
H4 -1.8659 -3.8794 1.7435
H5 -1.2825 -1.7671 -0.3557
H6 -1.8655 -3.4022 -0.5920
H7 -2.8720 -2.2286 0.2620
H8 -0.5041 -5.2554 2.4927
H9 1.4914 -6.6594 2.0972
H10 3.0924 -5.9501 0.3500
H11 2.9585 -2.8030 -1.5403
H12 4.7890 -5.0637 -0.6316
H13 5.1715 -3.7753 -1.7672
H14 4.9099 -3.3931 -0.0568
H15 2.7740 -5.7883 -2.0330
H16 1.5691 -4.5903 -2.5143
H17 3.1971 -4.5373 -3.2097
H18 4.4973 -0.4127 -1.6208
H19 4.4030 1.2978 -3.4618
H20 2.1911 2.4114 -3.9357
H21 -5.2402 3.2730 -3.3977
H22 -5.9504 1.1059 -4.3372
H23 -4.3914 -0.8087 -4.2684
H24 -1.2448 -0.8312 -2.4110
H25 -1.5718 -1.0253 -5.4331
H26 -0.4650 0.0840 -4.6331
H27 -0.2240 -1.6702 -4.4827
H28 -3.0799 -2.4958 -4.2004
H29 -1.8686 -3.0608 -3.0570
H30 -3.3527 -2.3013 -2.4649
H31 -3.8009 4.6301 -2.6428
H32 -0.8725 4.1676 -2.0027
H33 -1.4544 4.4513 -3.6302
H34 -1.7136 5.6758 -2.3638
H35 -2.5784 3.2586 -0.2285
H36 -3.0450 4.9629 -0.2625
H37 -4.2758 3.6964 -0.4475
C32 -0.1257 3.7166 0.7069
Si1 0.9179 2.9113 2.0341
C33 0.6618 4.0081 3.5515
C34 2.6953 2.9860 1.4426
C35 0.3268 1.1432 2.2768
C36 -1.1674 1.1587 2.2388
C37 -2.0600 1.6043 3.2174
C38 -3.4184 1.5805 2.9566
C39 -3.8904 1.1392 1.7261
C40 -2.9637 0.7291 0.7876
N4 -1.6616 0.7235 1.0550
Si2 1.2129 0.2729 3.6992
C41 1.9362 -1.4186 3.3297
C42 2.7334 1.1850 4.3436
C43 0.0672 0.0850 5.1895
H38 0.2751 4.6997 0.4450
H39 -1.1531 3.8597 1.0482
H40 -0.1713 3.1164 -0.2069
H41 1.0593 5.0071 3.3486
H42 1.1278 3.6416 4.4652
H43 -0.4091 4.1218 3.7434
H44 2.9501 4.0199 1.1928
H45 2.8152 2.3908 0.5319
H46 3.4268 2.6278 2.1653
H47 -1.6846 1.9669 4.1625
H48 -4.1156 1.9226 3.7125
H49 -4.9449 1.1353 1.4896
H50 -3.2466 0.4065 -0.2080
H51 1.2652 -2.1458 2.8807
H52 2.2927 -1.8377 4.2772
H53 2.8026 -1.3325 2.6709
H54 3.5739 1.0849 3.6544
H55 3.0253 0.6853 5.2730
H56 2.6018 2.2417 4.5674
H57 -0.8460 -0.4657 4.9530
H58 -0.2177 1.0509 5.6144
H59 0.6019 -0.4708 5.9650
I1 5.1801 0.0368 1.3203
I2 7.0379 1.8071 2.2534

Atoms 1-3, force components in eV/Å:
Zn -0.3 -0.5 -0.2
C 0.1 0.0 0.0
C 0.0 0.0 0.1

Highest occupied orbital energy: -5.531 eV
Relative energy (zero: lowest compared OMol25 entry of this formula, charge and spin): 1.046 eV
LUMO level: 1.58 eV
Calculated total energy: -135986.187 eV
Total charge: -1

Results of the Löwdin charge analysis, in e, for atoms 1 through 99: 0.75 -0.06 -0.35 -0.07 -0.15 -0.06 -0.09 -0.05 -0.12 -0.37 -0.06 -0.06 -0.14 0.13 -0.54 -0.34 -0.22 -0.04 -0.02 0.02 -0.14 0.09 -0.55 -0.02 0.12 -0.17 -0.13 -0.06 -0.10 -0.06 -0.13 -0.37 -0.04 -0.09 -0.36 -0.07 -0.07 0.09 0.09 0.02 0.12 0.04 0.08 0.08 0.11 0.10 0.10 0.11 0.07 0.08 0.07 0.07 0.08 0.08 0.09 0.11 0.12 0.10 0.09 0.10 0.10 0.08 0.07 0.08 0.07 0.07 0.07 0.12 0.05 0.07 0.08 0.04 0.08 0.08 -0.17 0.43 -0.17 -0.17 -0.39 -0.42 -0.03 -0.05 -0.06 -0.12 0.04 0.46 -0.15 -0.19 -0.18 0.05 0.02 0.01 0.03 0.01 0.02 0.04 0.01 -0.02 0.10



# 2
Molecular formula: C43H61BClF7N2O8
Method: DFT, ωB97M-V/def2-TZVPD

CARTESIAN COORDINATES (ANGSTROEM)
C1 4.1957 -0.2666 1.2742
C2 4.8106 0.8113 0.3960
O1 3.8370 1.6502 -0.1841
C3 3.3574 1.1495 -1.4323
C4 2.0320 1.8370 -1.7592
C5 0.8586 1.2330 -1.0280
C6 0.1342 1.8483 -0.0179
C7 0.5628 3.2899 0.2862
F1 1.8917 3.3072 0.5839
F2 0.3711 4.0100 -0.8637
C8 -0.0188 4.2331 1.3880
F3 -1.3146 4.5303 1.2145
F4 0.6430 5.4083 1.1887
C9 0.3188 3.8319 2.8775
F5 -0.7468 4.0429 3.6628
F6 0.7132 2.5586 2.9848
F7 1.3131 4.5967 3.3451
C10 -0.9314 1.1095 0.5783
Cl1 -1.9346 1.7963 1.8333
C11 -1.2724 -0.1590 0.2269
B1 -2.4460 -1.0027 0.9019
O2 -2.0943 -1.9882 1.7804
C12 -3.9607 -0.7411 0.6026
C13 -4.9291 -1.5116 1.5047
C14 -0.5452 -0.7645 -0.8110
N1 -0.9401 -2.0155 -1.1995
C15 -0.2950 -2.5429 -2.1921
C16 -0.6856 -3.8955 -2.7251
C17 -1.7701 -4.5720 -1.9362
C18 -3.0962 -4.2809 -2.2195
C19 -4.1236 -4.8822 -1.5263
C20 -3.8354 -5.8002 -0.5311
C21 -2.5176 -6.0926 -0.2357
C22 -1.4788 -5.4878 -0.9302
C23 -0.0659 -5.8418 -0.5374
C24 0.7933 -1.8514 -2.8186
N2 1.1833 -0.6701 -2.4648
C25 0.4983 -0.0778 -1.4356
H1 4.9777 -0.7257 1.8812
H2 3.4674 0.1681 1.9566
H3 3.7301 -1.0534 0.6825
H4 5.4098 0.3372 -0.3905
H5 5.4892 1.4326 0.9795
H6 3.2387 0.0717 -1.3456
H7 4.0716 1.4311 -2.2038
H8 1.8945 1.7368 -2.8334
H9 2.1804 2.8869 -1.5431
H10 -1.2357 -1.8249 2.1816
H11 -4.1383 -0.9365 -0.4590
H12 -4.1135 0.3339 0.7416
H13 -4.6403 -2.5577 1.5737
H14 -5.9411 -1.4673 1.1026
H15 -4.9599 -1.0764 2.5018
H16 0.2050 -4.5106 -2.8394
H17 -1.0471 -3.7234 -3.7426
H18 -3.3325 -3.5708 -3.0026
H19 -5.1562 -4.6633 -1.7607
H20 -4.6394 -6.2880 0.0018
H21 -2.2939 -6.8194 0.5342
H22 -0.0744 -6.8141 -0.0485
H23 0.3186 -5.1035 0.1665
H24 0.6030 -5.9276 -1.3913
H25 1.3114 -2.3414 -3.6353
C26 -2.0270 -8.5942 4.5061
C27 -1.4858 -8.7526 3.1069
C28 -0.4698 -9.8469 2.8881
O3 -1.8490 -8.0361 2.2037
H26 -2.7442 -7.7775 4.5287
H27 -2.5185 -9.5152 4.8234
H28 -1.2128 -8.3787 5.1996
H29 -0.9024 -10.8152 3.1441
H30 0.4032 -9.6787 3.5207
H31 -0.1620 -9.8557 1.8454
C29 -2.7527 7.8350 -2.9042
C30 -2.2437 6.5202 -3.4479
C31 -1.9981 5.4240 -2.4404
O4 -2.0437 6.3589 -4.6282
H32 -2.8887 8.5386 -3.7218
H33 -3.7058 7.6855 -2.3945
H34 -2.0381 8.2459 -2.1893
H35 -2.9243 5.1843 -1.9149
H36 -1.2546 5.7454 -1.7107
H37 -1.6350 4.5352 -2.9508
C32 -0.3486 7.7154 7.2860
C33 1.0039 7.7964 6.6165
C34 1.2581 6.8246 5.4897
O5 1.8358 8.5982 6.9672
H38 -0.4090 8.4606 8.0753
H39 -1.1392 7.8977 6.5564
H40 -0.4952 6.7228 7.7152
H41 0.5276 6.9751 4.6936
H42 1.1725 5.7995 5.8525
H43 2.2575 6.9807 5.0914
C35 1.3434 -1.9145 -7.2101
C36 1.2962 -3.3114 -6.6417
C37 2.3605 -4.2739 -7.1086
O6 0.4458 -3.6435 -5.8483
H44 0.5293 -1.3241 -6.7967
H45 2.2942 -1.4406 -6.9605
H46 1.2477 -1.9492 -8.2964
H47 3.3497 -3.8889 -6.8555
H48 2.3035 -4.3983 -8.1909
H49 2.2160 -5.2385 -6.6284
C38 5.9505 4.5281 -5.0888
C39 5.9587 3.1270 -4.5289
C40 7.0480 2.2040 -5.0206
O7 5.1340 2.7614 -3.7252
H50 5.1239 5.0873 -4.6579
H51 6.8890 5.0314 -4.8511
H52 5.8383 4.4974 -6.1737
H53 8.0276 2.6200 -4.7805
H54 6.9775 2.0853 -6.1030
H55 6.9442 1.2321 -4.5444
C41 -3.9200 1.5402 5.6176
C42 -3.9622 0.0480 5.8489
C43 -2.6733 -0.6042 6.2908
O8 -4.9732 -0.5906 5.6860
H56 -4.9016 1.8834 5.2999
H57 -3.6374 2.0587 6.5351
H58 -3.1896 1.7725 4.8410
H59 -2.3381 -0.1719 7.2350
H60 -1.8976 -0.4429 5.5400
H61 -2.8325 -1.6719 6.4197

Atoms 1-3, force components in eV/Å:
C 0.2 0.0 0.1
C 0.0 -0.2 -0.1
O 0.0 0.0 0.0

Highest occupied orbital energy: -8.539 eV
LUMO level: -0.24 eV
Calculated total energy: -97163.813 eV
Total charge: 0

Results of the Löwdin charge analysis, in e, for atoms 1 through 99: -0.07 -0.28 -0.16 -0.19 -0.09 -0.06 -0.03 -0.35 0.12 0.10 -0.36 0.11 0.13 -0.55 0.14 0.15 0.16 -0.46 0.85 -0.08 -0.50 0.17 -0.16 -0.10 -0.14 0.23 -0.20 -0.09 -0.20 -0.05 -0.09 -0.08 -0.04 -0.22 -0.03 -0.04 0.15 -0.14 0.07 0.07 0.07 0.12 0.12 0.10 0.10 0.13 0.11 0.11 0.11 0.08 0.07 0.07 0.07 0.11 0.12 0.12 0.10 0.10 0.07 0.07 0.09 0.07 0.11 -0.02 -0.49 -0.02 0.06 0.08 0.09 0.09 0.09 0.09 0.08 -0.03 -0.50 -0.03 0.07 0.08 0.08 0.08 0.09 0.07 0.08 -0.03 -0.51 -0.03 0.07 0.08 0.08 0.08 0.08 0.08 0.08 -0.02 -0.50 -0.02 0.06 0.08 0.09



The lowest highest occupied orbital energy belongs to which entry? C43H61BClF7N2O8



Which formula does entry 1 have? C43H59I2N4O2Si2Zn



The lowest total charge belongs to which entry? C43H59I2N4O2Si2Zn



highest occupied orbital energy of number 1 (C43H59I2N4O2Si2Zn)? -5.531 eV